1.
Density functional theory data (ωB97M-V/def2-TZVPD) for the molecule C19H18N6O2S2 in a non-equilibrium geometry.

Last column: natural (NBO) charge in e.
Geometry (Å):
S  4.831  -0.988  -0.259  0.53
S  -0.184  -2.679  1.040  0.30
O  -4.389  2.843  0.363  -0.53
O  3.136  -2.848  -0.469  -0.59
N  -2.210  0.509  1.261  -0.22
N  -2.003  -0.798  1.572  -0.33
N  -0.384  -0.072  0.205  -0.62
N  2.139  -0.829  -0.368  -0.65
N  -1.178  2.147  -0.134  -0.81
N  1.509  2.804  -0.400  -0.43
C  5.698  0.528  -0.185  -0.22
C  -6.334  -1.291  -1.630  -0.17
C  -6.447  0.054  -1.946  -0.22
C  2.120  -2.182  -0.451  0.67
C  -4.859  -0.754  0.192  -0.11
C  4.870  1.606  -0.199  0.00
C  -5.768  0.994  -1.199  -0.14
C  -0.904  -1.099  0.928  0.17
C  2.415  2.096  -0.331  0.38
C  -5.540  -1.689  -0.565  -0.24
C  3.494  1.220  -0.268  -0.31
C  0.730  -2.769  -0.547  -0.61
C  -4.966  0.603  -0.121  -0.22
C  -4.273  1.665  0.626  0.57
C  -1.231  0.930  0.425  0.57
C  3.328  -0.152  -0.298  0.08
C  5.324  3.028  -0.152  -0.64
C  -3.335  1.240  1.766  -0.32
C  7.184  0.542  -0.121  -0.64
H  -0.256  2.476  -0.425  0.44
H  -3.851  0.596  2.479  0.25
H  5.874  3.222  0.769  0.22
H  4.473  3.703  -0.201  0.23
H  -6.863  -2.030  -2.213  0.22
H  7.570  -0.473  -0.136  0.22
H  -7.065  0.366  -2.775  0.22
H  -5.839  2.047  -1.429  0.23
H  7.524  1.034  0.791  0.22
H  -4.244  -1.094  1.010  0.23
H  -1.813  2.847  0.213  0.40
H  1.231  -0.325  -0.265  0.46
H  7.599  1.089  -0.969  0.22
H  0.136  -2.252  -1.299  0.25
H  -2.991  2.146  2.281  0.23
H  -5.450  -2.737  -0.322  0.22
H  0.805  -3.831  -0.775  0.26
H  5.991  3.242  -0.987  0.22

Forces on atoms 1 to 6 (eV/Å):
S 0.35 0.86 0.05
S 0.23 -0.37 -0.04
O 0.04 -0.07 0.05
O -0.17 -0.34 -0.01
N 0.69 0.17 -0.39
N -0.03 -0.87 0.32

HOMO level = -8.04 eV

***

2.
Density functional theory data (ωB97M-V/def2-TZVPD) for C14H20BrMnN5S as an isolated structure.

Last column: natural (NBO) charge in e.
Geometry (Å):
Br  -4.876  2.480  -2.742  0.19
Mn  -0.101  0.186  -0.781  1.22
S  1.102  0.880  6.293  0.00
N  -0.713  -1.610  -1.560  -0.84
N  0.057  -0.250  1.214  -0.57
N  1.723  0.203  -1.664  -0.82
N  -0.956  1.671  -1.889  -0.55
N  0.077  -1.525  6.119  -0.74
C  1.611  -2.211  -2.281  -0.44
C  0.471  -0.399  5.506  0.03
C  2.407  -1.122  -1.580  -0.23
C  0.352  -2.660  -1.559  -0.22
C  -0.962  3.762  -3.037  -0.21
C  0.594  0.790  3.303  -0.18
C  -0.305  2.729  -2.400  0.04
C  -0.225  -1.377  1.879  0.06
C  -2.294  1.628  -2.002  0.01
C  0.458  0.815  1.936  0.03
C  -3.021  2.625  -2.627  -0.12
C  -2.342  3.714  -3.158  -0.13
C  0.307  -0.383  4.000  0.01
C  -0.114  -1.480  3.252  -0.22
H  0.175  -1.572  7.121  0.43
H  -0.039  -3.565  -2.023  0.23
H  0.582  -2.896  -0.519  0.20
H  2.258  -3.082  -2.383  0.27
H  -0.337  -2.313  5.656  0.39
H  0.772  2.748  -2.288  0.20
H  -0.357  -2.433  3.699  0.24
H  0.922  1.664  3.849  0.28
H  3.401  -1.043  -2.019  0.23
H  -0.555  -2.225  1.295  0.20
H  -1.019  -1.469  -2.523  0.40
H  -2.884  4.508  -3.654  0.27
H  -2.802  0.768  -1.578  0.21
H  1.372  -1.906  -3.306  0.22
H  2.339  0.903  -1.252  0.40
H  0.675  1.727  1.387  0.21
H  -1.534  -1.983  -1.086  0.40
H  1.646  0.464  -2.646  0.40
H  -0.399  4.595  -3.433  0.26
H  2.533  -1.354  -0.520  0.21

Forces on atoms 1 to 6 (eV/Å):
Br -0.08 -0.01 -0.01
Mn -0.04 0.03 0.11
S 0.07 0.10 0.08
N -0.01 0.12 -0.01
N 0.12 -0.04 -0.13
N -0.03 0.03 0.13

2S+1 = 2
Total charge = +2
HOMO level (spin up / spin down) = -13.47 / -13.47 eV
Energy relative to the best compared isomer or geometry (same formula, charge and spin) = 0.0 kcal/mol

***

3.
Density functional theory data (ωB97M-V/def2-TZVPD) for the molecule C3H5NO2.

Last column: natural (NBO) charge in e.
Geometry (Å):
O  -2.404  1.452  0.861  -0.58
O  0.437  -1.580  0.979  -0.49
N  -0.264  0.605  0.817  -0.72
C  -1.610  0.588  0.574  0.54
C  0.473  -0.553  0.359  0.71
C  1.141  -0.413  -0.984  -0.73
H  -1.882  -0.341  0.037  0.11
H  2.201  -0.179  -0.844  0.25
H  0.673  0.385  -1.564  0.23
H  1.078  -1.365  -1.517  0.25
H  0.158  1.402  1.282  0.42

Forces on atoms 1 to 6 (eV/Å):
O 0.31 -0.16 0.00
O 0.03 0.46 -0.22
N -0.20 -0.01 0.07
C -0.15 0.11 0.04
C 0.08 -0.39 0.10
C 0.06 0.01 -0.05

HOMO level = -10.29 eV
Energy relative to the best compared isomer or geometry (same formula, charge and spin) = 16.6 kcal/mol

***

4.
Density functional theory data (ωB97M-V/def2-TZVPD) for C5H7NO as an isolated structure in a non-equilibrium geometry.

Last column: natural (NBO) charge in e.
Geometry (Å):
O  1.938  -1.171  0.014  -0.50
N  0.547  1.176  -2.397  -0.28
C  2.233  0.039  0.506  0.03
C  -0.726  -0.648  0.260  -0.42
C  -1.995  0.257  0.226  -0.61
C  0.649  0.054  -0.032  0.10
C  0.544  0.677  -1.350  0.21
H  -2.017  0.993  -0.587  0.22
H  -0.703  -1.170  1.216  0.23
H  -2.882  -0.378  0.080  0.22
H  -2.128  0.795  1.170  0.21
H  -0.847  -1.417  -0.526  0.23
H  2.503  0.147  1.570  0.18
H  2.882  0.647  -0.151  0.18

Forces on atoms 1 to 6 (eV/Å):
O -2.31 0.66 -0.97
N -0.25 -0.44 1.16
C -1.93 1.12 -0.07
C 0.42 0.14 0.32
C 0.30 0.02 0.04
C 2.42 -1.67 -0.16

HOMO level = -10.30 eV
Energy relative to the best compared isomer or geometry (same formula, charge and spin) = 83.7 kcal/mol

***

5.
Density functional theory data (ωB97M-V/def2-TZVPD) for C54H87AsCdClN6O7P2Si4 as an isolated structure.

Last column: Löwdin charge in e.
Geometry (Å):
Cd  0.565  -0.544  -0.148  1.15
As  -3.343  2.686  1.301  1.18
Cl  -2.609  -0.815  2.063  0.67
P  1.711  -1.627  2.295  1.04
P  2.639  0.711  -1.860  1.03
Si  -2.072  -3.867  -1.137  0.32
Si  -0.051  -2.712  -1.674  0.30
Si  -0.483  -2.523  -4.082  0.35
Si  1.429  -4.595  -1.595  0.33
O  0.902  4.104  -0.406  0.06
O  -2.970  0.387  2.789  -0.38
O  -3.176  -1.929  2.768  -0.33
O  -1.864  2.166  0.822  -0.46
O  -1.163  -0.990  2.004  -0.44
O  -3.119  -0.747  0.714  -0.37
O  -0.078  5.092  -2.038  -0.02
N  0.181  4.073  -1.372  -0.44
N  -1.430  3.634  -3.679  0.17
N  2.065  0.864  1.091  -0.08
N  -0.347  2.863  -1.669  0.15
N  -1.638  0.517  -1.852  0.03
N  -1.935  1.625  -2.693  0.00
C  3.848  2.457  1.604  -0.03
C  4.747  2.332  -0.979  -0.11
C  3.575  1.658  -0.642  -0.34
C  -7.114  0.038  0.306  -0.08
C  -4.929  1.652  0.887  -0.30
C  0.938  -5.849  -0.252  -0.22
C  -6.840  0.392  1.618  -0.07
C  -4.902  4.638  4.628  -0.09
C  -5.208  1.299  -0.428  -0.13
C  1.543  1.064  2.368  -0.37
C  -2.836  5.448  0.811  -0.10
C  -1.644  -3.832  -4.813  -0.23
C  0.749  2.422  4.200  -0.06
C  3.580  -1.735  2.249  -0.53
C  0.631  1.301  5.023  -0.28
C  5.472  3.090  -0.078  -0.29
C  4.328  -0.946  3.318  -0.10
C  -2.419  -4.252  0.667  -0.21
C  0.627  -4.144  2.769  -0.13
C  -3.657  4.397  0.401  -0.28
C  1.028  -2.870  3.502  -0.54
C  -6.299  0.495  -0.720  -0.08
C  -1.384  -0.919  -4.542  -0.24
C  -2.177  -5.598  -1.916  -0.21
C  4.982  3.140  1.226  -0.05
C  -4.553  4.608  -0.639  -0.09
C  3.095  1.674  0.692  -0.33
C  -3.538  -2.857  -1.781  -0.22
C  2.983  3.058  -3.541  -0.11
C  0.910  -2.560  -5.378  -0.22
C  -4.664  4.153  3.353  -0.11
C  1.972  1.037  -4.527  -0.14
C  1.169  2.310  2.889  -0.03
C  0.911  0.060  4.475  -0.05
C  -4.065  4.265  5.671  -0.09
C  -1.208  2.758  -2.664  -0.42
C  0.219  1.428  6.467  -0.05
C  6.736  3.802  -0.488  -0.07
C  1.379  -5.609  -3.192  -0.22
C  -5.747  1.194  1.912  -0.09
C  3.411  -1.638  -3.222  -0.15
C  5.207  -0.686  -1.779  -0.11
C  1.380  -0.070  3.172  -0.33
C  -3.818  6.891  -0.839  -0.10
C  -2.916  6.687  0.198  -0.08
C  1.835  -3.202  4.760  -0.11
C  -3.597  3.289  3.120  -0.30
C  -3.004  3.405  5.437  -0.07
C  3.284  -4.343  -1.271  -0.22
C  -2.765  2.906  4.162  -0.07
C  3.008  1.532  -3.510  -0.54
C  -4.633  5.852  -1.256  -0.10
C  3.702  -0.843  -1.962  -0.55
C  4.070  -3.184  2.181  -0.12
H  0.081  0.446  6.919  0.07
H  6.576  4.424  -1.371  0.07
H  1.973  3.425  -3.410  0.05
H  -0.717  1.977  6.571  0.04
H  3.318  3.401  -4.524  0.08
H  0.100  -2.373  3.797  0.09
H  -1.619  -0.923  -5.610  0.03
H  -2.026  -5.613  -2.987  -0.01
H  -1.189  -4.823  -4.820  0.01
H  -7.950  -0.612  0.084  0.10
H  3.605  3.526  -2.783  0.06
H  0.493  3.402  4.594  0.11
H  1.175  -3.625  5.522  0.08
H  -3.877  7.856  -1.325  0.10
H  -5.340  6.007  -2.062  0.10
H  0.053  -3.911  1.874  0.04
H  -5.218  3.815  -0.956  0.08
H  -0.755  -0.056  -4.326  -0.01
H  1.508  -4.713  2.476  0.05
H  -5.732  5.310  4.806  0.10
H  -2.590  -3.900  -4.281  0.01
H  0.977  1.960  7.048  0.08
H  -1.765  -5.037  1.046  0.01
H  -4.554  1.629  -1.224  0.09
H  -3.726  -2.028  -1.099  0.00
H  2.000  -6.502  -3.082  0.03
H  -2.300  3.557  -4.178  0.10
H  5.513  3.725  1.971  0.10
H  1.733  -0.014  -4.407  0.01
H  3.974  -2.572  -3.223  0.06
H  4.161  -3.613  3.178  0.06
H  1.044  1.598  -4.402  0.06
H  0.770  -0.815  5.096  0.09
H  5.665  -1.679  -1.746  0.08
H  -0.088  -5.740  0.085  -0.02
H  -1.859  -3.559  -5.850  0.03
H  -5.512  1.434  2.940  0.10
H  3.699  -1.085  -4.118  0.08
H  4.004  1.193  -3.816  0.09
H  4.091  -1.303  4.322  0.07
H  2.601  -3.948  4.546  0.06
H  3.497  -3.458  -0.674  -0.01
H  1.755  -5.046  -4.042  0.00
H  -1.377  0.944  -0.957  0.00
H  5.057  -3.225  1.713  0.08
H  0.013  -4.783  3.409  0.09
H  3.675  -5.206  -0.729  0.03
H  -3.354  -2.452  -2.776  -0.01
H  -2.318  -0.826  -3.985  0.00
H  -2.265  7.490  0.518  0.10
H  1.552  -3.433  -5.289  0.01
H  3.538  2.507  2.638  0.10
H  -3.163  -6.025  -1.711  0.03
H  -4.243  4.645  6.669  0.10
H  -2.361  3.120  6.258  0.08
H  3.797  -1.259  1.286  0.07
H  1.550  -1.685  -5.358  -0.01
H  -2.119  5.287  1.608  0.11
H  7.095  4.448  0.313  0.07
H  -1.435  -6.264  -1.476  0.01
H  1.575  -5.747  0.623  0.00
H  0.438  -2.597  -6.364  0.03
H  -6.502  0.210  -1.744  0.10
H  -1.070  4.563  -3.480  0.07
H  -3.450  -4.604  0.760  0.04
H  3.325  -1.427  -1.112  0.05
H  1.224  3.179  2.244  0.11
H  3.846  -4.255  -2.201  0.01
H  5.659  -0.143  -2.614  0.07
H  -7.467  0.026  2.420  0.10
H  7.535  3.096  -0.728  0.07
H  -5.310  4.449  2.534  0.11
H  -2.526  0.059  -1.656  0.06
H  -2.317  -3.390  1.319  -0.02
H  -4.444  -3.467  -1.830  0.03
H  -2.280  1.335  -3.598  0.12
H  5.459  -0.163  -0.859  0.07
H  2.356  -1.888  -3.284  0.01
H  1.057  -6.867  -0.633  0.03
H  2.323  1.194  -5.551  0.09
H  2.324  -2.329  5.189  0.05
H  3.404  -3.820  1.598  0.04
H  0.363  -5.932  -3.427  0.01
H  4.086  0.114  3.269  0.06
H  -1.947  2.225  3.969  0.09
H  5.406  -1.054  3.167  0.08
H  5.124  2.250  -1.993  0.10

Forces on atoms 1 to 6 (eV/Å):
Cd 0.74 -0.50 -0.06
As -0.16 0.42 -0.23
Cl -0.22 -0.17 0.31
P 0.02 -0.11 0.27
P 0.24 -0.08 -0.16
Si -0.18 -0.11 -0.07

Total charge = -1
HOMO level = -4.16 eV
Energy relative to the best compared isomer or geometry (same formula, charge and spin) = 0.0 kcal/mol

***

6.
Density functional theory data (ωB97M-V/def2-TZVPD) for a 2-piece molecular cluster, C11H21N2S overall in a non-equilibrium geometry.

Last column: natural (NBO) charge in e.
Geometry (Å):
S  -0.241  0.719  1.242  0.47
N  -0.022  -1.832  1.991  -0.42
N  0.054  0.366  -2.011  -0.40
C  -0.794  -0.943  2.542  0.10
C  0.711  -0.396  -3.023  -0.41
C  -1.108  2.255  -1.304  -0.46
C  -1.137  0.000  -1.363  0.05
C  1.368  -1.382  1.687  -0.29
C  -1.766  1.046  -0.806  -0.27
C  -0.552  -0.463  3.965  -0.66
C  1.368  2.450  -1.909  -0.63
C  0.006  1.850  -2.213  -0.05
C  1.143  -0.068  1.127  -0.41
C  -0.496  -2.884  1.044  -0.41
H  -0.714  2.771  -0.396  0.21
H  -0.944  -1.360  4.524  0.25
H  -1.513  -0.981  -1.497  0.22
H  1.854  -2.178  0.978  0.26
H  2.060  1.880  -2.620  0.22
H  -1.504  -3.249  1.235  0.23
H  -0.543  -2.418  -0.048  0.18
H  -2.760  1.072  -0.369  0.25
H  -1.912  -1.043  2.410  0.24
H  1.898  -1.355  2.712  0.26
H  1.743  2.524  -0.827  0.22
H  2.012  0.405  0.854  0.24
H  0.236  -3.687  0.857  0.24
H  0.610  -0.307  4.158  0.23
H  1.488  3.593  -2.175  0.24
H  0.285  -1.289  -3.305  0.21
H  1.775  -0.630  -2.869  0.20
H  -0.217  2.061  -3.251  0.21
H  -1.874  2.901  -1.667  0.25
H  -1.200  0.400  4.230  0.25
H  0.688  0.172  -3.904  0.20

Forces on atoms 1 to 6 (eV/Å):
S 0.03 0.09 0.88
N 1.91 -4.17 -1.43
N -1.58 0.08 1.20
C -3.13 1.78 0.84
C 1.75 0.70 0.39
C 0.07 1.76 2.51

Total charge = +1
HOMO level (spin up / spin down) = -11.05 / -11.05 eV
Energy relative to the best compared isomer or geometry (same formula, charge and spin) = 79.3 kcal/mol